Formula: C34H52NO11S
Source: the Open Molecules 2025 dataset
Level of theory: ωB97M-V with the def2-TZVPD basis set

Geometry (Å):
1 C 1.479021 -3.372850 3.067976
2 O 1.009367 -4.209534 2.026252
3 C 0.685565 -3.541440 0.833081
4 C 0.630467 -4.545440 -0.321400
5 C -0.787570 -5.022214 -0.637726
6 C -1.641384 -3.958855 -1.367538
7 C -2.212528 -4.436628 -2.704753
8 C -3.392953 -3.607716 -3.249434
9 C -3.066539 -2.455483 -4.206133
10 C -1.963849 -1.494046 -3.737424
11 C -0.544830 -1.890363 -4.176485
12 C 0.326586 -0.639954 -4.294181
13 S 2.083354 -0.888646 -4.126202
14 C 2.235006 -1.508199 -2.458486
15 C 2.714451 -0.376099 -1.523447
16 C 1.548162 0.227403 -0.751361
17 C 1.991374 1.322218 0.214496
18 C 1.073976 1.511815 1.435046
19 C -0.418262 1.194804 1.208126
20 C -1.332437 2.274221 1.801868
21 C -1.328469 3.572023 0.986486
22 C -2.393495 3.628279 -0.099015
23 O -2.477902 2.438652 -0.878893
24 C -1.616750 2.421804 -1.988868
25 O 2.373858 -2.203618 -5.100473
26 C 2.073260 -3.403024 -4.657558
27 N 1.822934 -4.456983 -4.256952
28 H 2.570284 -3.349000 3.063216
29 H 1.101691 -2.352208 2.964108
30 H 1.120948 -3.770132 4.013824
31 H -0.287645 -3.044054 0.934295
32 H 1.438334 -2.765383 0.628116
33 H 1.246957 -5.399814 -0.045048
34 H 1.055578 -4.083068 -1.212735
35 H -1.269093 -5.309033 0.295899
36 H -0.710686 -5.902959 -1.276710
37 H -1.001133 -3.084149 -1.520311
38 H -2.469013 -3.628799 -0.739222
39 H -2.550509 -5.465446 -2.571659
40 H -1.417276 -4.493428 -3.454559
41 H -4.068100 -4.286662 -3.771372
42 H -3.958735 -3.213230 -2.402461
43 H -2.814858 -2.838662 -5.197829
44 H -3.974710 -1.865668 -4.336371
45 H -2.175374 -0.496545 -4.134892
46 H -2.006612 -1.397213 -2.651579
47 H -0.584577 -2.433998 -5.119458
48 H -0.115665 -2.565326 -3.436842
49 H 0.098348 0.039867 -3.465066
50 H 0.181914 -0.090484 -5.222876
51 H 1.268562 -1.916654 -2.167771
52 H 2.955679 -2.326814 -2.505655
53 H 3.166612 0.421514 -2.118961
54 H 3.470575 -0.788675 -0.860095
55 H 0.851733 0.657595 -1.482230
56 H 0.979003 -0.547816 -0.232503
57 H 2.987861 1.054217 0.582469
58 H 2.123404 2.274931 -0.288601
59 H 1.453111 0.917759 2.266066
60 H 1.156423 2.555214 1.743463
61 H -0.660696 0.256670 1.707290
62 H -0.654034 1.118940 0.149592
63 H -1.015675 2.466127 2.826603
64 H -2.347011 1.875765 1.838141
65 H -0.330228 3.766365 0.581913
66 H -1.533709 4.412166 1.655703
67 H -3.376142 3.776453 0.346221
68 H -2.199891 4.482041 -0.756972
69 H -1.343295 1.378922 -2.180599
70 H -0.690016 2.972500 -1.793947
71 H -2.105499 2.829347 -2.877146
72 C 5.947948 6.005095 -1.048714
73 C 4.705428 5.508453 -1.037507
74 C 4.135540 4.792635 0.160600
75 O 2.991236 4.374877 0.060022
76 C 4.958980 4.631803 1.334644
77 C 6.206204 5.130119 1.331081
78 C 6.777256 5.856313 0.134243
79 O 7.911466 6.274954 0.236802
80 O 7.035335 5.034667 2.351565
81 O 3.865209 5.594857 -2.062220
82 H 6.364126 6.521389 -1.902027
83 H 4.541561 4.113511 2.186394
84 H 7.860693 5.486593 2.086049
85 H 3.032310 5.187528 -1.758831
86 C -4.203821 0.842904 4.520292
87 C -5.306563 0.671837 5.265081
88 C -5.337005 -0.260921 6.453595
89 O -6.383433 -0.331893 7.066163
90 C -4.135717 -1.003267 6.784332
91 C -3.037083 -0.830796 6.038131
92 C -3.003859 0.111781 4.860713
93 O -1.948993 0.200974 4.254195
94 O -1.890567 -1.458810 6.258064
95 O -6.449928 1.291900 5.037286
96 H -4.173338 1.509939 3.670545
97 H -4.167662 -1.674811 7.630390
98 H -1.269565 -1.134228 5.579114
99 H -7.070759 0.988933 5.729199

Forces on the atoms, in the same order (eV/Å):
C -0.1740 0.0441 -0.1986
O -0.0862 -0.2221 0.0864
C 0.1707 0.0329 -0.2047
C -0.3345 0.0591 0.3714
C 0.1007 0.2212 -0.2842
C 0.1949 -0.1081 0.0668
C -0.1018 0.0661 -0.1090
C 0.1917 -0.1207 -0.0142
C 0.0429 0.0551 0.2259
C -0.1289 0.1232 -0.2334
C -0.1020 -0.0716 0.2898
C -0.3742 -0.1045 -0.0211
S 0.0649 -0.0403 -0.0081
C 0.2353 -0.1478 0.1865
C -0.5101 0.1057 -0.2532
C -0.1419 0.2007 -0.1863
C 0.2134 -0.2997 0.4227
C -0.1719 0.1658 -0.2384
C 0.0415 0.3577 0.4400
C 0.0867 -0.0900 -0.3199
C -0.0010 0.0638 0.3380
C 0.1570 0.0792 -0.1667
O -0.0135 -0.0702 -0.0177
C 0.0785 -0.0835 0.2143
O -0.0119 -0.1780 -0.0194
C -0.2012 -0.4162 0.2370
N 0.1849 0.6319 -0.2482
H 0.0734 0.0439 0.0543
H -0.0520 0.0593 -0.0010
H 0.0689 -0.0850 0.0593
H -0.0124 0.1851 0.0480
H 0.0454 0.0200 0.0272
H 0.1730 0.0554 -0.0524
H 0.1328 -0.0880 -0.2052
H -0.0468 -0.1977 -0.0027
H -0.0969 -0.1198 0.0935
H -0.0970 0.2313 -0.0111
H -0.0092 0.0418 0.0744
H -0.0484 -0.0150 0.0432
H 0.0696 -0.0793 -0.0337
H -0.0736 0.0507 -0.0319
H -0.0247 0.0277 0.0422
H 0.0576 -0.0592 -0.0206
H -0.0524 -0.0425 -0.0483
H -0.0419 -0.0135 -0.0661
H 0.0930 0.0722 0.0864
H 0.1182 0.0844 -0.0989
H -0.0649 -0.1769 -0.0404
H 0.1870 0.1314 0.0408
H 0.0069 0.0058 -0.0689
H 0.0225 -0.0626 0.0953
H 0.0494 -0.0021 -0.1078
H 0.3355 -0.0413 0.1307
H 0.0662 0.0381 0.0394
H -0.0843 -0.0362 0.0673
H 0.1523 -0.1223 0.0669
H 0.0348 0.0688 0.0027
H -0.0840 0.0235 -0.2715
H -0.0478 -0.0593 0.0579
H 0.1313 0.0027 0.0753
H -0.0708 -0.1754 -0.2258
H -0.0319 -0.1868 -0.0593
H -0.0752 0.0118 0.0678
H -0.0787 0.0437 0.1168
H 0.0194 -0.0647 -0.0983
H 0.0276 0.0756 -0.0595
H -0.0548 -0.1277 0.0325
H -0.1016 0.0658 -0.0115
H -0.0961 -0.0192 -0.0574
H 0.0224 0.0601 -0.0408
H 0.0217 0.0854 -0.0623
C 0.1327 0.0393 -0.0213
C 0.0320 0.0998 -0.0839
C 0.1136 -0.0803 0.2782
O -0.0697 0.0718 -0.1139
C -0.1350 -0.0783 0.0177
C -0.0520 -0.0502 0.1033
C -0.1288 0.0516 -0.2649
O 0.1005 -0.0055 0.0824
O -0.0252 -0.0156 0.0183
O 0.0346 0.0171 -0.0394
H -0.0195 0.0087 -0.0051
H 0.0208 0.0190 0.0214
H 0.0330 0.0302 -0.0436
H -0.0424 -0.0332 0.0561
C 0.1293 0.0231 -0.1016
C -0.0112 0.0882 -0.0957
C 0.2097 -0.1742 0.1108
O -0.1136 0.0417 -0.0133
C -0.1041 -0.0362 0.0821
C -0.0107 -0.0597 0.1065
C -0.2287 0.1796 -0.1123
O 0.1446 -0.1111 -0.0003
O -0.0036 -0.0333 0.0408
O 0.0240 0.0190 -0.0306
H -0.0239 0.0156 0.0087
H 0.0232 -0.0008 0.0013
H 0.0115 0.0484 -0.0594
H -0.0143 -0.0382 0.0554

Summary:
- LUMO: -4.5 eV
- Net charge: +1
- HOMO energy: -11.1895 eV
- Energy: -2606.93845 Ha